The following is a quantum chemistry calculation of a 3-piece molecular cluster, C4H13NO2 overall in a non-equilibrium geometry, from the Open Molecules 2025 dataset.

For the energy above the lowest of the compared OMol25 structures with the same formula, charge and spin, the calculation gives 123.2 kJ/mol. Its calculated total energy is -9942.91970 eV. The multiplicity is 1. The structure (SMILES) is C=C(N)CC.O.O. The calculation puts the strongest force on any atom at 3.67 eV Å⁻¹.

Geometry (Å):
C 1.7194 -0.3067 1.5588
C 1.1276 -1.4671 0.7091
C -0.1429 -0.8569 0.0556
C -1.2588 -0.7310 0.7726
N -0.1273 -0.8914 -1.3482
H 1.3896 0.6922 1.2896
H 1.3585 -0.4864 2.5697
H 2.8061 -0.2431 1.5795
H 1.8201 -1.8970 -0.0099
H 0.7908 -2.2678 1.3612
H -1.4618 -1.0472 1.7781
H -2.1067 -0.3365 0.2253
H 0.5157 -1.5608 -1.7258
H -1.0128 -0.8533 -1.8144
H -2.1663 2.6301 -1.6334
H -2.0866 1.1816 -1.2216
O -2.0897 1.7432 -2.0025
H 0.3473 2.9918 -0.9235
H 0.3891 1.4662 -0.8822
O 0.1885 2.2403 -0.3381